# 1
C4H9ClI2Si in the gas phase in a non-equilibrium geometry. Source: OMol25; level of theory: ωB97M-V with the def2-TZVPD basis set.

```
! wB97M-V def2-TZVPD RIJCOSX def2/J DEFGRID3
* xyz 0 1
C 1.856 -0.057 -1.577
C 0.687 0.409 -0.759
C 0.580 -0.414 0.569
C -0.429 0.128 1.510
Si -2.230 0.085 0.820
Cl -3.666 0.050 2.312
I -2.677 2.029 -0.768
I -2.537 -2.126 -0.659
H 2.776 -0.369 -1.071
H 1.574 -0.966 -2.225
H 2.260 0.641 -2.184
H -0.340 0.210 -1.361
H 0.880 1.503 -0.409
H 0.271 -1.383 0.438
H 1.625 -0.317 1.135
H -0.311 1.209 1.797
H -0.318 -0.633 2.431
*
```

Results
HOMO level, eV: -9.6
Lowest unoccupied orbital energy, eV: -0.579
Molar mass, g/mol: 374.463
Strongest force on any atom, hartree/bohr: 0.0899
Structure (SMILES): CCCC[Si](Cl)(I)I

Atomic partial charges in e from the Löwdin method, atoms 1 to 8:
1. C -0.14
2. C -0.31
3. C -0.37
4. C -0.42
5. Si -0.45
6. Cl 0.21
7. I 0.38
8. I 0.29

# 2
C5H7N5O in the gas phase in a non-equilibrium geometry. Source: OMol25; level of theory: ωB97M-V with the def2-TZVPD basis set.

```
! wB97M-V def2-TZVPD RIJCOSX def2/J DEFGRID3
* xyz 0 1
N -2.825 -1.158 0.512
N -2.511 0.008 -0.431
C -1.330 0.735 -0.069
O -1.362 1.856 -0.374
C 0.080 0.188 0.021
N 0.121 -1.168 -0.046
C 1.258 -1.766 0.001
C 2.583 -0.917 -0.255
N 2.450 0.385 -0.220
C 1.170 1.031 0.072
N 1.022 2.283 0.592
H -2.713 -1.838 -0.371
H -1.783 -1.156 1.240
H -3.298 0.660 -0.788
H 1.401 -2.847 0.261
H 3.459 -1.567 -0.262
H 0.265 2.661 0.092
H 2.012 2.612 0.027
*
```

Results
HOMO level, eV: -8.9
Lowest unoccupied orbital energy, eV: -0.005
Molar mass, g/mol: 153.145
Strongest force on any atom, hartree/bohr: 0.1497
Structure (SMILES): NNC(=O)c1nccnc1N

Atomic partial charges in e from the Löwdin method, atoms 1 to 8:
1. N -0.05
2. N -0.07
3. C -0.46
4. O 0.07
5. C -0.17
6. N 0.06
7. C -0.10
8. C -0.07

# 3
A molecular structure, C22H41F6MnN2O5Si3. Source: OMol25; level of theory: ωB97M-V with the def2-TZVPD basis set.

```
! wB97M-V def2-TZVPD RIJCOSX def2/J DEFGRID3
* xyz -1 6
Mn 0.691 -0.651 -0.367
C 0.912 -0.295 3.000
O 1.020 0.217 1.680
Si 0.740 1.836 1.251
C -0.948 2.288 1.940
C 1.979 2.838 2.258
C 0.917 1.770 -0.552
Si -0.259 2.805 -1.517
C 0.287 3.191 -3.283
C -0.522 4.529 -0.769
C -1.977 2.054 -1.736
Si 2.657 1.800 -1.147
C 3.577 0.392 -0.246
C 3.590 3.428 -0.928
C 2.899 1.287 -2.950
H 1.610 0.229 3.660
H 1.174 -1.348 2.981
H -0.109 -0.193 3.367
H -1.126 1.765 2.880
H -1.741 1.992 1.259
H -1.035 3.358 2.129
H 1.785 2.740 3.329
H 1.893 3.896 2.003
H 3.008 2.531 2.071
H 1.223 3.749 -3.320
H -0.483 3.810 -3.749
H 0.407 2.292 -3.886
H 0.438 5.023 -0.608
H -1.040 4.491 0.189
H -1.114 5.156 -1.439
H -1.930 1.227 -2.445
H -2.683 2.794 -2.119
H -2.376 1.666 -0.800
H 3.608 0.460 0.845
H 4.601 0.265 -0.611
H 3.195 -1.674 -0.451
H 3.612 3.747 0.112
H 3.098 4.216 -1.501
H 4.619 3.353 -1.286
H 2.159 0.542 -3.244
H 3.884 0.830 -3.063
H 2.836 2.122 -3.646
C 4.670 -4.014 -0.026
C 3.298 -3.372 -0.176
O 2.787 -0.740 -0.644
C 2.540 -3.368 1.072
F 2.138 -4.573 1.599
F 3.224 -2.786 2.089
F 1.360 -2.647 0.981
C 2.556 -3.903 -1.329
F 1.375 -3.254 -1.582
F 3.274 -3.810 -2.473
F 2.188 -5.232 -1.275
H 5.230 -3.525 0.771
H 5.245 -3.893 -0.943
H 4.632 -5.087 0.204
C -4.939 0.866 0.975
C -4.954 -0.564 1.494
C -3.940 -1.495 0.814
C -4.167 -2.938 1.327
C -3.220 -3.979 0.748
C -4.187 -1.517 -0.679
O -5.291 -1.649 -1.163
N -3.074 -1.431 -1.474
C -1.790 -1.215 -1.006
O -0.866 -1.138 -1.841
N -1.513 -1.072 0.289
C -2.504 -1.108 1.225
O -2.281 -0.920 2.407
H -5.642 1.481 1.538
H -5.219 0.916 -0.078
H -3.953 1.317 1.090
H -5.948 -1.000 1.370
H -4.711 -0.573 2.557
H -5.204 -3.201 1.106
H -4.051 -2.893 2.412
H -3.321 -4.061 -0.336
H -3.437 -4.960 1.172
H -2.179 -3.745 0.973
H -3.200 -1.445 -2.477
*
```

Results
HOMO level (alpha / beta), eV: -5.0 / -5.3
Lowest unoccupied orbital energy (alpha / beta), eV: 2.754 / 2.751
Molar mass, g/mol: 666.763
Strongest force on any atom, hartree/bohr: 0.0141

Atomic partial charges in e from the Löwdin method, atoms 1 to 8:
1. Mn 0.96
2. C -0.11
3. O -0.36
4. Si 0.30
5. C -0.14
6. C -0.16
7. C -0.45
8. Si 0.37

# 4
A molecular structure, C30H29CoN8O in a non-equilibrium geometry. Source: OMol25; level of theory: ωB97M-V with the def2-TZVPD basis set.

```
! wB97M-V def2-TZVPD RIJCOSX def2/J DEFGRID3
* xyz 1 2
Co 0.218 -0.236 -0.009
C -3.075 0.105 -2.777
C -3.934 1.043 -2.207
C -3.480 1.770 -1.139
C -2.190 1.553 -0.622
N -1.378 0.612 -1.146
C -1.830 -0.055 -2.225
N -1.824 2.401 0.394
C -0.727 2.320 1.056
N 0.239 1.344 1.007
C 1.265 1.716 1.838
N 2.391 1.136 2.046
C 2.727 -0.113 1.590
C 4.017 -0.549 1.943
C 4.387 -1.854 1.752
C 3.437 -2.736 1.237
C 2.219 -2.235 0.860
N 1.866 -0.935 0.954
C 0.922 2.991 2.498
C 1.600 3.750 3.431
C 1.009 4.945 3.826
C -0.210 5.356 3.290
C -0.899 4.565 2.377
C -0.316 3.368 2.010
H -3.363 -0.471 -3.646
H -4.926 1.202 -2.609
H -4.071 2.544 -0.671
H -1.135 -0.745 -2.682
H 4.672 0.174 2.406
H 5.371 -2.199 2.037
H 3.640 -3.793 1.146
H 1.464 -2.914 0.494
H 2.550 3.417 3.825
H 1.505 5.570 4.558
H -0.627 6.308 3.592
H -1.851 4.868 1.964
C 1.685 -3.128 -2.745
C 0.786 -4.174 -2.610
C -0.316 -4.006 -1.789
C -0.501 -2.800 -1.130
N 0.386 -1.795 -1.250
C 1.454 -1.968 -2.032
C -1.687 -2.518 -0.285
C -2.873 -3.233 -0.396
C -3.973 -2.827 0.338
C -3.852 -1.721 1.164
C -2.626 -1.083 1.236
N -1.569 -1.468 0.530
H 2.547 -3.209 -3.391
H 0.940 -5.107 -3.136
H -1.020 -4.814 -1.654
H 2.139 -1.132 -2.087
H -2.944 -4.076 -1.069
H -4.915 -3.352 0.257
H -4.693 -1.349 1.732
H -2.483 -0.217 1.872
C 2.081 2.118 -3.948
C 1.059 1.309 -3.175
O 1.490 1.043 -1.834
H 1.786 2.188 -4.995
H 3.062 1.646 -3.895
H 2.157 3.133 -3.552
H 0.918 0.334 -3.644
H 0.095 1.823 -3.160
H 1.752 1.886 -1.443
N -0.121 -1.330 3.155
H -0.838 -0.865 3.701
H 0.749 -1.210 3.662
H -0.337 -2.321 3.172
*
```

Results
HOMO level (alpha / beta), eV: -10.3 / -10.4
Lowest unoccupied orbital energy (alpha / beta), eV: -3.102 / -3.083
Molar mass, g/mol: 576.550
Strongest force on any atom, hartree/bohr: 0.0203

Atomic partial charges in e from the Löwdin method, atoms 1 to 8:
1. Co 0.55
2. C -0.05
3. C -0.05
4. C 0.00
5. C -0.31
6. N 0.08
7. C -0.14
8. N 0.17

# 5
12 unconnected molecules or ions with the total composition C24H72O20 in a non-equilibrium geometry. Source: OMol25; level of theory: ωB97M-V with the def2-TZVPD basis set.

```
! wB97M-V def2-TZVPD RIJCOSX def2/J DEFGRID3
* xyz 0 1
O 7.296 -0.395 2.552
C 6.222 -1.223 2.040
C 4.893 -0.727 2.506
O 4.879 0.716 2.368
H 7.629 -0.848 3.275
H 6.374 -1.150 0.890
H 6.474 -2.209 2.289
H 4.659 -1.105 3.494
H 4.102 -1.226 1.940
H 5.788 1.042 2.424
O -4.295 -0.870 0.840
C -4.453 0.534 0.748
C -5.785 1.004 1.248
O -6.248 0.317 2.456
H -4.610 -1.258 0.038
H -3.645 0.877 1.352
H -4.164 1.040 -0.165
H -6.617 0.817 0.558
H -5.693 2.038 1.540
H -5.749 -0.514 2.525
O -1.486 -1.357 2.455
C -2.290 -1.620 3.664
C -1.400 -2.239 4.669
O -0.105 -1.627 4.720
H -1.410 -0.377 2.509
H -2.654 -0.665 4.023
H -3.161 -2.277 3.443
H -1.343 -3.367 4.400
H -1.752 -2.223 5.702
H -0.029 -1.187 3.828
O 4.437 -2.921 -2.340
C 4.731 -3.528 -1.143
C 3.613 -3.732 -0.146
O 3.168 -2.431 0.416
H 4.086 -2.028 -2.102
H 5.127 -4.562 -1.347
H 5.521 -2.923 -0.513
H 3.992 -4.370 0.697
H 2.739 -4.161 -0.563
H 2.581 -2.702 1.111
O 0.385 1.971 0.903
C 0.539 3.340 0.346
C -0.595 3.585 -0.576
O -0.593 2.780 -1.686
H 1.253 1.578 0.834
H 0.585 4.031 1.174
H 1.507 3.551 -0.106
H -0.592 4.665 -0.895
H -1.478 3.442 -0.025
H -0.851 1.835 -1.493
O -1.891 0.262 -1.051
C -0.724 -0.485 -0.860
C -0.817 -1.954 -1.348
O -1.768 -2.700 -0.543
H -2.424 -0.124 -1.794
H 0.167 -0.016 -1.268
H -0.417 -0.479 0.193
H 0.185 -2.407 -1.316
H -1.144 -1.988 -2.347
H -2.029 -2.130 0.183
O 3.312 -0.632 -1.587
C 3.017 0.692 -1.994
C 3.684 1.607 -1.076
O 3.039 1.305 0.144
H 3.414 -0.713 -0.633
H 3.321 0.721 -3.000
H 1.905 0.990 -2.163
H 3.625 2.636 -1.351
H 4.709 1.337 -0.934
H 3.557 1.444 0.956
O -4.207 -2.294 -1.614
C -4.223 -2.604 -3.016
C -3.766 -1.448 -3.903
O -2.550 -0.849 -3.536
H -3.391 -2.557 -1.185
H -3.709 -3.557 -3.211
H -5.295 -2.880 -3.344
H -4.553 -0.642 -3.883
H -3.719 -1.934 -4.882
H -2.560 -0.098 -4.183
C 1.517 4.815 -3.860
C 0.722 4.071 -4.943
O -0.136 3.117 -4.342
H 2.125 5.642 -4.199
H 2.129 4.096 -3.328
H 0.693 5.285 -3.204
H 1.422 3.576 -5.629
H 0.065 4.767 -5.543
H -0.217 3.067 -3.428
C -0.424 3.088 4.560
C -0.889 1.652 4.337
O -1.200 1.392 2.987
H -1.221 3.738 4.257
H 0.421 3.234 3.895
H -0.091 3.415 5.526
H -1.841 1.510 4.830
H -0.171 0.945 4.710
H -0.513 1.652 2.281
C 0.705 -5.229 3.158
C 1.697 -4.254 3.825
O 1.887 -3.068 3.123
H -0.133 -4.631 2.782
H 0.234 -6.008 3.813
H 1.104 -5.616 2.252
H 2.695 -4.696 4.062
H 1.377 -3.932 4.814
H 1.040 -2.545 3.063
C -3.444 3.647 -4.384
C -3.540 2.286 -4.951
O -2.317 1.430 -4.881
H -2.737 4.265 -4.914
H -3.110 3.490 -3.372
H -4.477 4.124 -4.546
H -3.857 2.281 -5.998
H -4.321 1.656 -4.363
H -1.521 1.893 -4.726
*
```

Results
HOMO level, eV: -9.7
Lowest unoccupied orbital energy, eV: 0.427
Molar mass, g/mol: 680.820
Strongest force on any atom, hartree/bohr: 0.0755
Structure (SMILES): OCCO.OCCO.OCCO.OCCO.OCCO.OCCO.OCCO.OCCO.CCO.CCO.CCO.CCO

Atomic partial charges in e from the Löwdin method, atoms 1 to 8:
1. O -0.06
2. C -0.21
3. C -0.21
4. O -0.08
5. H 0.05
6. H 0.15
7. H 0.10
8. H 0.12

# 6
A molecular structure, C19H16AsClN4O6PtS2 in a non-equilibrium geometry. Source: OMol25; level of theory: ωB97M-V with the def2-TZVPD basis set.

```
! wB97M-V def2-TZVPD RIJCOSX def2/J DEFGRID3
* xyz -2 3
Pt -1.305 -0.657 -0.580
S 0.766 -0.453 -1.699
C 1.343 0.921 -0.736
N 2.595 1.241 -0.551
N 3.504 0.599 -1.313
C 4.728 1.186 -1.503
C 5.620 0.534 -2.368
C 6.724 1.204 -2.889
C 7.116 2.461 -2.422
C 6.194 3.101 -1.573
C 5.077 2.494 -1.065
N 0.328 1.689 -0.154
N -0.879 1.245 -0.340
C -2.033 2.036 0.016
C -3.124 2.114 -0.876
C -4.174 2.954 -0.608
C -4.114 3.890 0.437
C -2.954 3.866 1.272
C -1.989 2.881 1.148
H 3.335 -0.376 -1.657
H 5.366 -0.503 -2.671
H 7.290 0.698 -3.669
H 8.050 2.909 -2.755
H 6.367 4.117 -1.209
H 4.439 3.019 -0.343
H -3.176 1.478 -1.751
H -5.119 2.737 -1.145
H -5.006 4.431 0.705
H -2.844 4.598 2.029
H -1.097 2.696 1.808
O -4.462 -1.616 2.717
As -4.063 -1.832 1.013
O -5.189 -2.403 -0.116
O -3.005 -0.475 0.661
C -2.626 -3.140 1.201
C -2.935 -4.392 0.747
C -1.984 -5.406 0.637
C -0.709 -5.137 1.097
C -0.352 -3.880 1.716
C -1.356 -2.953 1.764
S -0.839 -1.412 2.544
O -1.943 -0.733 3.271
O 0.368 -1.725 3.318
O -0.294 -0.710 1.346
H -3.626 -1.356 3.210
H -3.989 -4.615 0.395
H -2.088 -6.321 0.033
H 0.069 -5.882 0.938
H 0.578 -3.776 2.337
Cl -2.584 -1.346 -2.366
*
```

Results
HOMO level (alpha / beta), eV: -0.9 / -2.1
Lowest unoccupied orbital energy (alpha / beta), eV: 4.500 / 4.500
Molar mass, g/mol: 765.946
Strongest force on any atom, hartree/bohr: 0.0559

Atomic partial charges in e from the Löwdin method, atoms 1 to 8:
1. Pt 0.81
2. S 0.51
3. C -0.76
4. N 0.01
5. N -0.06
6. C -0.25
7. C -0.06
8. C -0.14

# 7
A molecular structure, C24H8CoF4N6O4. Source: OMol25; level of theory: ωB97M-V with the def2-TZVPD basis set.

```
! wB97M-V def2-TZVPD RIJCOSX def2/J DEFGRID3
* xyz -2 4
Co -1.385 1.052 0.738
O -5.300 1.962 4.752
C -4.111 2.287 5.231
O -3.958 2.735 6.346
C -2.960 2.077 4.318
C -1.642 2.369 4.617
N -0.910 2.054 3.532
N -1.684 1.574 2.566
C -2.922 1.577 3.001
C -3.924 1.098 1.981
O -5.119 1.068 2.320
O -3.411 0.781 0.872
H -5.250 1.611 3.808
H -1.206 2.769 5.515
H 0.078 2.134 3.334
C -0.833 0.517 -1.084
C -0.733 1.167 -2.452
C -0.894 2.610 -2.705
C 0.091 3.315 -3.375
C 1.165 2.667 -3.963
C 1.166 1.178 -3.979
C -0.630 0.113 -3.562
H -1.707 3.132 -2.215
H 0.023 4.396 -3.427
H 1.945 3.223 -4.465
H 2.090 0.756 -4.370
H -1.267 -0.762 -3.531
F 2.857 -1.134 -2.867
C 2.443 -1.793 -1.762
C 3.120 -2.953 -1.447
F 4.118 -3.317 -2.275
C 2.836 -3.726 -0.313
C 1.795 -3.189 0.457
C 1.128 -2.021 0.138
F 0.143 -1.628 0.970
C 1.412 -1.267 -0.990
C 0.741 0.010 -1.335
C 0.381 1.058 -0.359
N 0.467 1.662 0.731
C 0.590 0.529 -2.719
N -0.011 0.584 -4.742
F 1.383 -3.838 1.564
C 3.540 -4.945 0.023
C 3.460 -5.552 1.298
N 3.450 -6.085 2.326
C 4.378 -5.624 -0.892
N 5.057 -6.233 -1.606
*
```

Results
HOMO level (alpha / beta), eV: -1.8 / -1.9
Lowest unoccupied orbital energy (alpha / beta), eV: 4.139 / 3.574
Molar mass, g/mol: 579.291
Strongest force on any atom, hartree/bohr: 0.0082

Atomic partial charges in e from the Löwdin method, atoms 1 to 8:
1. Co 0.54
2. O 0.11
3. C -0.52
4. O 0.07
5. C -0.05
6. C 0.01
7. N 0.06
8. N 0.00

# 8
2 unconnected molecules or ions with the total composition C2H3ClF3O2P in a non-equilibrium geometry. Source: OMol25; level of theory: ωB97M-V with the def2-TZVPD basis set.

```
! wB97M-V def2-TZVPD RIJCOSX def2/J DEFGRID3
* xyz 0 1
C 0.466 -1.923 0.492
C 3.057 0.290 -0.446
O 1.196 1.971 0.941
O 0.739 -0.766 0.249
F 3.030 -0.990 -0.750
F 4.326 0.628 -0.319
F 2.429 0.935 -1.466
P 1.887 0.681 1.201
Cl -1.406 3.644 -0.391
H 1.136 -2.518 1.030
H -0.424 -2.407 -0.061
H -2.439 3.255 -0.968
*
```

Results
HOMO level, eV: -9.0
Lowest unoccupied orbital energy, eV: -1.050
Molar mass, g/mol: 182.465
Strongest force on any atom, hartree/bohr: 0.0632

Atomic partial charges in e from the Löwdin method, atoms 1 to 8:
1. C -0.01
2. C -0.75
3. O -0.49
4. O -0.18
5. F 0.08
6. F 0.11
7. F 0.06
8. P 0.93